No. 1
# C11H12N2OS

A molecular structure, C11H12N2OS (the ωB97M-V functional and the def2-TZVPD basis, OMol25).

Each line ends with the Mulliken charge.
Geometry (Å):
C 3.16 0.90 1.71  -0.68
N -0.11 0.62 0.02  0.15
C 1.62 -0.26 -2.13  -1.19
H -4.10 2.49 -0.14  0.24
C -3.96 1.45 0.09  -0.75
C 2.14 0.12 -0.78  0.91
C 4.00 0.39 0.74  -0.59
H 4.16 -0.37 -1.25  0.35
C -2.78 0.89 0.13  0.44
O -0.31 -1.53 0.68  -0.65
C -3.06 -1.41 0.74  -1.15
H 3.55 1.21 2.67  0.38
H -2.41 -2.24 0.99  0.35
H 1.13 1.39 2.21  0.45
H -3.69 -1.67 -0.12  0.35
C 1.81 1.00 1.46  0.00
H 1.34 0.63 -2.68  0.28
H 2.39 -0.79 -2.69  0.41
H -3.69 -1.13 1.58  0.37
N -2.20 -0.29 0.38  -0.04
H 0.74 -0.90 -2.05  0.24
C 1.30 0.60 0.23  -0.38
H -4.85 0.87 0.30  0.30
C 3.50 0.01 -0.49  -0.82
H 5.06 0.26 0.94  0.40
S -0.90 2.10 -0.33  -0.17
C -0.82 -0.47 0.38  0.81

- Net charge: 0
- Frontier orbital gap: 0.2927 hartree
- LUMO energy: -0.2 eV


No. 2
# C25H40BBaO4

A molecular structure, C25H40BBaO4 (the ωB97M-V functional and the def2-TZVPD basis, OMol25).

Each line ends with the Mulliken charge.
Geometry (Å):
C 0.80 -2.24 1.49  0.05
C 1.22 2.19 -1.14  -0.18
C -6.55 -0.09 -3.28  -0.58
H -2.01 -2.66 -2.98  0.29
C -5.96 0.23 -4.62  -0.67
C -4.45 0.31 -4.34  0.01
C 2.09 1.12 -0.76  -1.46
H -6.23 1.17 -5.05  0.30
H -3.93 1.23 -4.70  0.34
O 2.94 -0.24 3.32  -0.29
H 0.94 -2.30 2.56  0.40
H 5.28 0.88 3.57  0.51
C -0.66 -0.25 -4.19  1.13
C 1.65 -0.33 6.31  -2.00
C 1.26 -1.83 -0.73  -0.25
H -7.40 0.55 -3.02  0.33
H -4.03 -0.50 -4.98  -0.10
C 1.20 1.99 1.19  -0.17
C -5.45 0.04 -2.22  -0.11
C 0.63 2.69 0.06  -1.76
H 3.58 -1.83 5.38  0.33
H 1.54 2.38 6.58  0.45
O -1.34 -0.64 -2.83  -0.12
H 0.71 0.02 6.72  0.50
C -1.00 1.29 -4.30  -0.40
H 1.27 0.20 -3.20  -0.06
H 1.75 -1.52 -1.63  0.40
H 2.86 2.83 5.48  0.31
H -6.12 -0.54 -5.37  0.27
H 3.21 1.84 6.93  0.35
H 1.57 -0.44 -4.97  0.39
H 1.47 -1.28 5.80  0.29
H 1.14 -1.54 -3.77  0.41
H 1.06 2.28 2.24  0.29
H -0.37 -3.12 -1.53  0.44
H -0.02 3.58 0.10  0.30
C 1.73 -1.67 0.60  -0.89
H -3.19 -1.39 -3.39  -0.28
C -2.12 -1.68 -3.48  0.28
C 0.09 -2.64 -0.67  -0.18
Ba -1.62 -0.21 -0.09  0.15
H 4.68 -0.68 6.17  0.35
H -1.02 -3.51 1.05  0.37
H 2.69 -1.25 0.87  0.70
O -4.20 0.28 -2.88  -0.27
H 5.08 1.60 5.18  0.39
H 4.08 2.17 3.80  0.32
H 2.70 0.52 -1.45  0.55
H -0.52 1.78 -3.41  -0.07
H 2.95 0.54 1.20  1.09
C 4.24 -0.98 5.21  -1.87
C 3.51 0.19 4.60  1.54
H -2.10 1.46 -4.28  -0.24
H -1.02 -2.30 -5.28  0.37
O 1.27 0.98 4.31  -0.45
C 2.15 1.07 0.67  0.18
H 5.06 -1.30 4.56  0.48
C 4.54 1.28 4.27  -2.05
H 2.33 -0.51 7.15  0.36
C 2.48 2.02 6.13  -1.81
B 1.75 0.43 3.15  0.18
H -0.61 1.88 -5.20  0.31
H -6.91 -1.11 -3.28  0.24
H 1.16 2.66 -2.14  0.58
H -5.63 0.84 -1.49  0.18
C 0.91 -0.49 -4.04  -1.13
C -1.51 -1.43 -4.87  -0.90
H -5.33 -0.84 -1.58  0.15
C 2.24 0.72 5.38  1.81
C -0.21 -2.87 0.71  -1.65
H -2.29 -1.05 -5.57  0.29

- Net charge: -1
- Frontier orbital gap (spin up / spin down): 0.1096 / 0.1907 hartree
- LUMO energy (spin up / spin down): 2.3 / 2.3 eV


No. 3
# C8H18N2

C8H18N2 in the gas phase (the ωB97M-V functional and the def2-TZVPD basis, OMol25).

Each line ends with the Mulliken charge.
Geometry (Å):
H 0.20 -3.87 0.99  0.35
H 2.06 -2.53 1.62  0.40
C -0.51 -3.05 1.13  -1.17
C 1.62 -1.54 1.41  -1.21
H -1.34 -3.23 0.43  0.34
N -0.04 0.41 0.00  0.81
C 0.58 -0.04 -2.40  -1.43
H 0.05 3.32 0.22  0.32
H 0.24 1.86 -1.47  0.19
H 2.18 -1.01 0.64  0.27
H -1.41 1.54 1.19  0.36
C -1.66 0.90 -1.80  -1.27
H -1.78 1.47 -2.73  0.45
C -0.33 1.37 1.12  -0.50
H 1.47 2.69 1.04  0.28
H 0.05 0.95 2.06  0.31
H 0.06 3.34 1.96  0.41
H 0.49 0.38 -3.42  0.41
C 0.36 2.76 1.09  -1.29
H 1.61 -0.22 -2.12  0.36
N -0.46 -0.84 0.31  -0.84
C 0.21 -1.75 0.97  0.84
C -0.16 0.85 -1.40  0.25
H 1.68 -1.01 2.38  0.24
H -2.17 1.46 -1.01  0.34
H -2.09 -0.08 -1.91  0.29
H 0.04 -1.02 -2.41  0.28
H -0.95 -3.08 2.13  0.23

- Net charge: 0
- Frontier orbital gap: 0.2942 hartree
- LUMO energy: 1.0 eV
- SMILES: CCN(N=C(C)C)C(C)C


Calculated largest force on an atom, 0.087 0.043 0.086 Eh/bohr (same order as the records).
Calculated relative energy (zero: lowest compared OMol25 entry of this formula, charge and spin), 38.5 119.2 47.5 kcal per mole (same order as the records).